Computed, not measured: a molecular structure, CaN7O21 at a distorted geometry, with ωB97M-V with the def2-TZVPD basis set.

XYZ file:
```
29
Properties=species:S:1:pos:R:3:forces:R:3
Ca 0.1503 0.1433 -0.0120 -0.110 -0.454 -0.042
N 0.8968 -2.9115 -1.9036 -0.213 0.067 0.360
O 0.2576 -3.9863 -1.8172 -0.005 -0.073 -0.047
O 0.6189 -1.9669 -1.1377 0.132 -0.375 -0.462
O 1.8155 -2.8095 -2.7366 0.179 0.026 -0.160
N 0.7051 3.6457 -0.0426 0.478 -0.077 -0.125
O 0.8412 4.1957 1.0663 -0.111 0.045 0.096
O 0.8593 2.4094 -0.1556 -0.217 0.513 -0.012
O 0.4875 4.3417 -1.0566 -0.105 0.063 -0.068
N 1.1994 0.2375 3.3611 0.420 0.357 -0.220
O 0.6575 0.8503 4.3083 -0.184 -0.041 0.154
O 0.8831 0.5154 2.1850 -0.063 -0.158 0.568
O 2.1022 -0.5846 3.5919 -0.019 -0.107 0.062
N -1.9244 0.3478 -2.8192 0.276 1.035 -1.006
O -2.8312 1.1926 -3.0142 -0.108 -0.180 0.226
O -0.9581 0.6556 -2.0848 -0.243 -0.332 0.177
O -1.9150 -0.7009 -3.4763 -0.092 -0.477 0.155
N -1.2059 -2.7821 1.9734 0.390 -0.264 0.411
O -0.7753 -1.8213 1.3242 -0.249 -0.117 0.167
O -0.4169 -3.4656 2.6846 -0.103 0.068 -0.145
O -2.4161 -3.0911 1.9567 -0.172 0.051 -0.102
N -3.3175 0.7783 0.5586 -0.208 0.187 -0.705
O -2.0921 1.0056 0.6165 0.004 0.043 0.325
O -3.7497 -0.2565 0.0417 0.020 -0.062 0.160
O -4.1259 1.6538 0.9748 -0.014 0.028 0.342
N 3.5551 0.5964 -1.0962 -0.118 0.166 -0.458
O 2.7316 0.1062 -0.3027 0.169 0.177 -0.055
O 3.3621 0.5632 -2.3271 0.007 -0.001 0.171
O 4.6052 1.1380 -0.6606 0.258 -0.109 0.232
```
Forces are in eV/Å.

energy relative to the best compared isomer or geometry (same formula, charge and spin) = 0.000 eV
frontier orbital gap = 7.00 eV
charge = -5
HOMO level = 4.566 eV
LUMO level = 0.42520 Eh
E_tot = -2639.89638 a.u.